w) {"formula": "C31H36BCl2IrN2O4SSb", "method": "wB97M-V/def2-TZVPD", "multiplicity": 2, "homo_energy_ev": [-12.5399, -12.5350], "charge": 2, "species": ["C", "H", "C", "C", "N", "H", "C", "H", "H", "C", "Ir", "H", "O", "H", "C", "H", "H", "H", "C", "C", "H", "H", "O", "H", "H", "H", "H", "C", "H", "C", "B", "H", "H", "H", "H", "Sb", "H", "C", "C", "C", "H", "H", "C", "C", "C", "O", "C", "S", "C", "Cl", "C", "C", "H", "Cl", "O", "C", "H", "C", "H", "N", "C", "H", "H", "H", "C", "H", "C", "H", "C", "H", "H", "C", "C", "H", "C", "C", "H", "H", "C"], "coordinates": [[-2.744, -1.720, 2.366], [-1.984, 7.097, 5.658], [-3.039, 5.201, 5.332], [2.774, -2.689, 2.481], [-0.082, -1.712, -1.202], [-2.657, 3.459, 6.573], [-3.503, 4.039, 6.212], [-0.204, 6.126, 1.728], [-4.063, 3.215, -3.130], [-2.150, 2.025, -5.653], [-0.242, 0.475, -0.321], [1.636, -4.791, -5.869], [1.265, -4.171, -5.230], [-3.704, -2.212, 2.479], [1.769, -4.437, -3.948], [-4.039, 6.810, 4.220], [-0.457, -2.931, -4.299], [3.554, -3.531, 4.297], [-1.271, 3.052, 2.770], [-2.082, 3.392, 3.829], [2.473, -3.877, -1.343], [-5.223, 0.296, 1.505], [3.534, -4.970, 2.787], [-3.283, -2.753, -0.830], [1.566, -5.481, -3.653], [-2.573, 2.621, 4.397], [-1.501, -1.398, -2.651], [1.107, -3.521, -2.960], [-4.059, 2.986, -5.586], [-4.412, 0.873, 1.071], [-0.100, 2.034, 1.176], [-1.969, -2.472, 2.263], [-4.907, 5.270, 4.218], [2.859, -4.292, -3.907], [-4.035, 4.430, 7.074], [-2.800, -0.488, 0.603], [-4.756, 1.356, 0.160], [1.508, -2.127, 0.517], [-2.209, 6.176, 6.187], [0.995, -2.417, -0.827], [-4.084, 1.626, 1.780], [-2.538, -1.110, 3.238], [1.601, -3.339, -1.673], [-0.556, 4.019, 2.029], [-1.067, 1.561, -4.921], [-1.004, 1.829, 2.246], [-0.036, -2.808, -3.317], [0.385, 1.191, -2.659], [-2.217, 4.745, 4.149], [-2.261, 2.284, -1.175], [-1.045, 1.674, -3.512], [-2.174, 2.240, -2.898], [2.804, -1.100, 3.947], [0.254, 0.805, -5.718], [0.174, 3.393, 1.092], [-3.221, 2.622, -5.013], [-2.143, 1.922, -6.727], [1.653, -0.595, 2.226], [-4.881, 6.271, 5.671], [1.214, -0.920, 1.017], [-3.866, -1.848, -0.691], [-4.811, -2.099, -0.220], [1.359, 0.381, 2.588], [-1.702, 6.750, 3.560], [-1.556, 5.703, 3.345], [4.715, -3.362, 2.976], [2.451, -1.429, 2.983], [-2.763, 6.440, 7.083], [-3.235, 2.738, -3.628], [2.838, -5.416, 3.285], [2.460, -4.031, 0.848], [3.680, -3.645, 3.214], [2.260, -3.045, 1.239], [-4.186, 3.385, 5.675], [-4.294, 5.940, 4.818], [-0.597, -1.938, -2.406], [-1.272, 5.711, 6.483], [-4.056, -1.390, -1.656], [-0.714, 5.371, 2.303]]}

***

x) {"formula": "C31H36BCl2IrN2O4SSb", "method": "wB97M-V/def2-TZVPD", "multiplicity": 2, "homo_energy_ev": [-12.8584, -12.8458], "charge": 2, "species": ["C", "O", "C", "O", "H", "C", "H", "C", "H", "H", "C", "C", "C", "H", "H", "H", "C", "C", "H", "C", "C", "H", "H", "C", "Ir", "H", "C", "C", "Cl", "H", "C", "H", "C", "H", "H", "H", "H", "C", "H", "C", "C", "C", "H", "C", "Sb", "H", "B", "N", "C", "C", "H", "H", "H", "C", "Cl", "H", "O", "C", "H", "H", "O", "H", "H", "S", "C", "C", "C", "H", "C", "H", "H", "C", "H", "H", "H", "H", "H", "N", "C"], "coordinates": [[-1.417, 3.356, 2.370], [-3.314, 2.517, 5.396], [-4.181, -4.161, -6.453], [-0.637, -1.057, -2.805], [-2.691, -1.250, 3.891], [-1.991, -1.668, 3.182], [0.440, -3.016, 0.608], [1.009, 2.028, -5.288], [4.526, 0.872, 0.445], [-3.517, -5.198, -3.892], [-2.544, -3.936, 4.101], [-2.903, -4.326, -3.715], [2.429, 0.468, -4.119], [4.907, 0.135, 2.018], [0.746, 2.569, -6.185], [-4.599, -3.161, -6.326], [-0.785, 2.635, 1.383], [-2.005, 1.302, 3.416], [-2.383, -2.258, -7.267], [-2.663, -4.158, -6.225], [-1.907, -2.820, -2.222], [1.168, -0.829, 3.965], [3.272, -0.208, -4.095], [-1.575, -2.514, -4.595], [0.273, 0.161, -0.054], [2.938, -0.837, 4.095], [-2.116, -5.585, -6.364], [-1.276, -0.841, 2.337], [-1.128, 3.243, -4.190], [3.127, 2.123, 3.539], [0.540, 1.508, -2.972], [2.692, 1.044, -6.164], [0.231, 2.192, -4.149], [-2.587, -6.270, -5.658], [-2.569, -4.967, 3.741], [-4.694, -4.833, -5.765], [-2.263, -3.686, -8.285], [-0.252, -2.654, 1.355], [-0.718, -4.593, 2.094], [1.638, 0.666, -3.014], [2.097, 1.172, -5.271], [-2.745, 3.444, 4.507], [-1.039, -5.611, -6.194], [-2.691, -3.936, -2.399], [2.274, 0.290, 1.789], [2.486, 2.964, 2.113], [-0.744, -1.129, -1.433], [-0.421, -1.330, 1.420], [-1.375, 0.627, 2.383], [-1.815, -3.046, 3.121], [-3.574, -3.593, 4.203], [-3.823, 2.979, 6.070], [2.117, -2.069, 3.115], [2.318, 2.146, 2.810], [2.078, -0.212, -1.539], [-2.310, -5.963, -7.369], [-1.517, -2.197, -1.037], [-1.372, -2.137, -3.287], [-2.464, 0.766, 4.231], [-1.401, 4.436, 2.317], [-1.946, -3.822, 5.378], [-1.141, -1.946, -5.404], [-1.258, -4.487, 5.479], [-0.433, 1.707, -1.535], [-2.366, -3.644, -4.816], [4.274, 0.069, 1.134], [-2.049, 2.689, 3.413], [4.429, -0.894, 0.652], [-0.910, -3.533, 2.191], [-0.275, 3.132, 0.571], [-4.404, -4.495, -7.467], [2.095, -1.030, 3.432], [-3.125, -4.475, -1.569], [-0.928, -3.273, -7.218], [-3.499, 4.096, 4.048], [-2.010, 4.089, 5.004], [1.374, 2.294, 3.332], [-0.771, 1.292, 1.376], [-2.017, -3.285, -7.302]]}

***

Of the structures shown above, x) is the most stable.